(1)
This record from the OMol25 dataset describes an isolated molecule of C8H11N at a distorted geometry. The level of theory is ωB97M-V with the def2-TZVPD basis set.

```
20
Properties=species:S:1:pos:R:3:lowdin_charge:R:1
C 2.578 -0.369 -0.326 0.034
C 1.270 -0.033 -0.122 -0.302
C 0.605 1.491 -0.088 -0.116
C -0.921 1.479 -0.155 -0.212
C -1.786 0.527 -0.361 -0.095
C -0.911 -0.518 -1.167 -0.239
N -0.742 -1.771 -0.683 0.031
C 0.033 -0.738 0.092 -0.472
C -0.427 -0.653 1.592 -0.032
H 2.382 -1.502 -0.768 0.123
H 3.455 0.224 -0.690 0.061
H 0.917 1.689 -1.219 0.145
H 0.993 2.357 0.747 0.168
H -1.329 2.520 0.171 0.127
H -2.933 0.626 -0.443 0.132
H -0.436 -0.314 -2.061 0.122
H -1.427 -2.569 -0.185 0.200
H 0.196 0.132 2.252 0.137
H -1.487 -0.807 1.405 0.053
H -0.030 -1.769 2.006 0.136
```

Properties
Energy above the lowest of the compared OMol25 structures with the same formula, charge and spin: 716.1 kJ/mol
Total charge: 0
Lowest unoccupied orbital energy: 1.0 eV
Electronic energy: -365.86532 Ha
SMILES string: C=C1CC=C[C@@H]2N[C@@]12C
Kohn-Sham gap: 0.3441 Ha

=====

(2)
This record from the OMol25 dataset describes a cluster of 2 separate species, C8H11N in total at a distorted geometry. The level of theory is ωB97M-V with the def2-TZVPD basis set.

```
20
Properties=species:S:1:pos:R:3:lowdin_charge:R:1
C -0.154 -0.587 -2.283 0.016
N 0.218 0.476 -1.243 -0.164
C 1.495 0.750 -0.894 -0.131
C 1.472 1.855 -0.036 -0.109
C 0.130 2.203 0.176 -0.123
C -0.602 1.303 -0.592 -0.179
H 0.312 -1.588 -2.050 0.104
H -1.210 -0.414 -2.445 0.077
H 0.254 -0.283 -3.243 0.072
H 2.288 0.480 -1.590 0.115
H 2.301 2.467 0.379 0.101
H -0.453 2.906 0.820 0.110
H -1.688 1.215 -0.635 0.119
C -1.441 -0.542 2.164 0.006
C -0.612 -1.545 1.982 -0.153
C 0.127 -2.575 1.631 -0.001
H -1.355 0.418 1.675 0.028
H -2.017 -0.548 3.051 0.040
H 1.057 -2.649 2.145 0.046
H -0.125 -3.340 0.988 0.027
```

Properties
Energy above the lowest of the compared OMol25 structures with the same formula, charge and spin: 181.8 kJ/mol
Total charge: 0
Lowest unoccupied orbital energy: 0.9 eV
Electronic energy: -366.06882 Ha
SMILES string: Cn1cccc1.C=C=C
Kohn-Sham gap: 0.3301 Ha